1.
This record from OMol25 describes a structure of composition C43H30Cl3CoF15GeN5OS2. The level of theory is ωB97M-V with the def2-TZVPD basis set.

* total energy: -9140.0129 Ha
* energy relative to the best compared isomer or geometry (same formula, charge and spin): 0.0 kJ/mol
* HOMO-LUMO gap (spin up / spin down): 7.90 / 8.66 eV
* net charge: +1
* 2S+1: 2
* HOMO (spin up / spin down): -0.4123 / -0.4123 hartree
* ⟨S²⟩: 0.768

Atoms and positions in Å:
Co1 -0.41000 0.70851 -1.52509
Cl1 -3.09433 3.78729 9.50714
C1 -2.62060 3.29582 7.92070
C2 -1.43498 2.59824 7.73988
C3 -1.07314 2.20299 6.46444
C4 -1.87444 2.49132 5.36521
C5 -1.47135 2.06084 3.97415
C6 -0.78530 3.20969 3.22684
N1 -0.82596 3.03050 1.78408
C7 -1.27448 3.94476 0.87671
C8 -1.18153 3.35707 -0.34414
N2 -0.70250 2.08303 -0.19139
C9 -0.50761 1.91697 1.10545
O1 -0.54842 0.98388 4.01185
C10 -1.17635 -0.27578 4.17280
C11 -0.15945 -1.34017 4.44735
C12 1.07911 -1.47197 3.89155
Cl2 1.84507 -0.45357 2.73674
S1 1.91552 -2.87267 4.42468
C13 0.59440 -3.31812 5.41301
C14 -0.42456 -2.42098 5.33459
C15 -3.04788 3.20184 5.58324
Cl3 -4.06252 3.62031 4.23095
C16 -3.43838 3.60824 6.84525
H1 -0.80922 2.37141 8.58741
H2 -0.15844 1.65164 6.31076
H3 -2.37148 1.76548 3.40881
H4 0.25659 3.26790 3.55363
H5 -1.27625 4.15950 3.44227
H6 -1.58499 4.92546 1.16959
H7 -1.37860 3.78213 -1.30636
H8 -0.10658 1.04242 1.57467
H9 -1.74916 -0.51088 3.25824
H10 -1.88891 -0.24239 5.00867
H11 0.64834 -4.20358 6.01349
H12 -1.33899 -2.50862 5.89585
H13 -4.35449 4.15645 6.98822
C17 -3.55520 1.78184 -5.10454
C18 -3.85947 0.66086 -4.11219
C19 -4.98049 1.07441 -3.16150
C20 -4.25293 -0.60879 -4.86452
N3 -2.68366 0.28686 -3.29812
N4 -1.93093 1.38902 -2.79907
H14 -4.38874 1.90278 -5.79090
H15 -2.67112 1.55278 -5.69743
H16 -3.40556 2.74353 -4.61310
H17 -5.83337 1.45250 -3.71754
H18 -4.66769 1.86966 -2.48515
H19 -5.30529 0.22761 -2.56438
H20 -5.16998 -0.44766 -5.42341
H21 -4.41525 -1.43022 -4.17154
H22 -3.47936 -0.89915 -5.57122
H23 -2.03700 -0.26866 -3.85723
H24 -2.58698 2.02786 -2.34184
H25 -1.49839 1.91434 -3.57008
C21 -2.46940 -2.77263 0.99657
C22 -3.23683 -1.73530 0.48958
C23 -2.61647 -0.74034 -0.24745
N5 -1.30412 -0.74368 -0.48880
C24 -0.56593 -1.74560 0.00029
C25 -1.10824 -2.77777 0.74760
H26 -2.92342 -3.56314 1.57449
H27 -4.30213 -1.69451 0.65085
H28 -3.17847 0.07114 -0.68574
H29 0.49262 -1.71945 -0.23386
H30 -0.47002 -3.56374 1.12091
F1 5.75683 -1.03427 -1.93713
C26 5.16398 -0.22671 -1.04447
C27 3.80681 0.01405 -1.14975
C28 3.24494 0.79184 -0.15643
F2 1.90712 1.00137 -0.13206
C29 3.98280 1.34622 0.87938
F3 3.38506 2.08381 1.81819
C30 5.35195 1.11069 0.93862
F4 6.07706 1.63056 1.92128
C31 5.94953 0.31186 -0.03124
F5 7.25144 0.05938 0.02658
Ge1 2.77045 -0.82388 -2.58913
S2 0.96172 0.25126 -3.18867
C32 2.29735 -2.62323 -1.97317
C33 1.54682 -3.43105 -2.81189
F6 1.22535 -2.97874 -4.03046
C34 1.10452 -4.69519 -2.44313
F7 0.37803 -5.43745 -3.27209
C35 1.42428 -5.17692 -1.17627
F8 1.00411 -6.37780 -0.79133
C36 2.18233 -4.39267 -0.31359
F9 2.50278 -4.85060 0.89739
C37 2.60303 -3.13285 -0.72836
F10 3.33404 -2.40436 0.13768
C38 3.91830 -0.88296 -4.16746
C39 4.36321 -2.02588 -4.80082
F11 4.02142 -3.22873 -4.32345
C40 5.18107 -1.98415 -5.92337
F12 5.58869 -3.10635 -6.50816
C41 5.57868 -0.75203 -6.43081
F13 6.36210 -0.69283 -7.50187
C42 5.15585 0.41869 -5.80852
F14 5.53508 1.60246 -6.28261
C43 4.33611 0.32553 -4.69282
F15 3.94285 1.46142 -4.09199

Force components x, y, z for each atom (eV/Å):
Co 0.5 0.5 -0.1
Cl 0.0 0.0 0.0
C 0.0 0.0 -0.1
C -0.1 0.1 0.0
C -0.1 0.0 0.0
C 0.0 0.0 0.0
C 0.1 0.0 -0.1
C 0.1 0.0 0.3
N -0.1 -0.4 -0.2
C 0.1 0.2 -0.2
C 0.0 0.2 0.0
N -0.5 -0.3 0.4
C 0.1 0.1 0.1
O 0.0 0.3 -0.2
C -0.1 0.0 0.0
C 0.0 0.0 -0.1
C 0.0 0.0 -0.1
Cl -0.1 0.0 0.0
S -0.1 0.1 0.0
C 0.0 0.2 -0.1
C 0.2 -0.1 0.0
C 0.0 0.0 0.0
Cl -0.1 0.0 0.0
C 0.1 -0.1 0.1
H 0.1 0.0 0.1
H 0.1 -0.1 0.0
H 0.2 0.0 0.1
H -0.1 0.0 0.0
H 0.0 -0.1 0.0
H -0.1 0.2 0.0
H -0.1 0.1 -0.2
H 0.1 -0.2 0.1
H 0.0 0.0 0.1
H 0.1 0.0 -0.1
H 0.0 -0.2 0.1
H -0.1 0.0 0.1
H -0.1 0.1 0.0
C 0.0 0.0 0.0
C -0.1 -0.1 -0.1
C 0.1 0.0 -0.1
C 0.0 0.2 0.1
N 0.0 -0.4 -0.1
N 0.3 0.5 0.0
H -0.1 0.0 -0.1
H 0.1 0.0 -0.1
H 0.0 0.1 0.0
H -0.1 0.0 -0.1
H 0.0 0.1 0.1
H 0.0 -0.1 0.1
H -0.1 0.0 -0.1
H 0.0 -0.1 0.1
H 0.1 0.0 -0.1
H 0.0 0.1 0.2
H 0.2 -0.2 -0.1
H -0.2 0.0 0.2
C 0.0 0.1 0.0
C 0.1 0.1 -0.1
C -0.2 -0.1 0.1
N 0.2 0.0 0.1
C 0.1 -0.2 0.1
C 0.1 0.1 -0.1
H -0.1 -0.1 0.0
H -0.1 0.0 0.0
H 0.0 0.0 0.0
H -0.1 0.0 0.1
H 0.1 0.0 0.0
F 0.1 0.1 0.2
C 0.2 0.1 0.1
C -0.1 0.1 0.1
C 0.2 0.0 0.1
F 0.1 0.0 0.0
C 0.1 -0.1 -0.2
F 0.0 0.0 -0.1
C -0.1 -0.1 -0.1
F -0.1 -0.1 -0.1
C -0.2 0.0 0.0
F -0.1 0.0 0.0
Ge 0.0 0.0 -0.1
S -0.2 -0.1 -0.2
C -0.1 0.0 -0.2
C -0.2 -0.2 0.0
F 0.0 -0.1 0.1
C 0.1 0.2 0.1
F 0.0 0.0 0.0
C 0.1 0.2 0.0
F 0.1 0.2 -0.1
C 0.0 0.1 -0.1
F -0.1 0.0 -0.1
C 0.2 -0.2 0.3
F -0.2 -0.3 0.0
C 0.0 0.1 0.0
C 0.1 -0.1 -0.2
F 0.1 -0.1 -0.1
C -0.1 0.2 0.1
F 0.0 0.0 0.0
C -0.1 0.0 0.1
F -0.1 0.0 0.2
C -0.1 -0.1 0.1
F 0.0 -0.1 0.0
C 0.1 0.1 -0.2
F 0.1 0.0 -0.1

Atom charges from the Mulliken analysis, given in e for atoms 1 to 4: Co -0.1151; Cl -0.1896; C 0.3971; C -0.9889



2.
This record from OMol25 describes a cluster of 12 separate species, C34H65Cl22F3NO2 in total at a distorted geometry. The level of theory is ωB97M-V with the def2-TZVPD basis set.

* total energy: -11963.2934 Ha
* HOMO-LUMO gap (spin up / spin down): 8.40 / 9.32 eV
* net charge: 0
* 2S+1: 2
* HOMO (spin up / spin down): -0.3016 / -0.3353 hartree
* ⟨S²⟩: 0.755

Atoms and positions in Å:
C1 -1.26757 4.77846 -6.01290
C2 0.15950 5.47637 -5.48923
C3 0.54152 6.57531 -6.69151
C4 1.41654 4.42597 -5.43636
C5 1.25382 3.25350 -4.25435
C6 0.63680 1.94115 -5.01302
C7 1.14996 0.49243 -4.45437
O1 2.21750 0.54169 -3.44589
C8 -0.12398 -0.40417 -3.94021
F1 -1.14466 -0.56767 -5.02665
F2 -0.73392 0.35588 -2.79524
F3 0.25958 -1.79629 -3.54008
C9 0.25185 3.89344 -3.10760
C10 0.32841 5.52493 -2.97119
C11 1.83860 5.87068 -2.35310
C12 -0.73666 6.06454 -1.80054
N1 -0.00195 6.29510 -4.22841
O2 -1.18212 6.93455 -4.16224
H1 -1.65467 4.00501 -5.19255
H2 -1.00948 4.12338 -6.96044
H3 -2.08462 5.57864 -6.27305
H4 -0.38426 7.30138 -6.84093
H5 1.50713 7.19289 -6.44433
H6 0.62853 5.95391 -7.68615
H7 2.39888 5.04832 -5.19525
H8 1.57613 3.95833 -6.50008
H9 2.32678 3.12060 -3.80728
H10 -0.54516 1.99276 -4.86647
H11 0.79140 1.94658 -6.19497
H12 1.60520 -0.08904 -5.39197
H13 3.06085 0.86549 -3.92033
H14 0.63442 3.45579 -2.06485
H15 -0.87180 3.49927 -3.19673
H16 2.71070 5.51686 -3.07363
H17 1.93464 5.17358 -1.38881
H18 1.94756 6.98133 -1.99458
H19 -1.83420 5.67387 -1.97291
H20 -0.37237 5.54301 -0.79043
H21 -0.65732 7.21805 -1.60835
Cl1 -1.38534 1.87552 -8.59489
C13 -2.83774 1.11128 -7.90297
C14 -4.00795 2.07765 -7.81310
Cl2 -3.73643 3.35111 -6.59730
H22 -2.57358 0.70547 -6.92134
H23 -3.09720 0.27390 -8.55781
H24 -4.91211 1.54023 -7.51140
H25 -4.20545 2.56265 -8.77430
Cl3 0.63924 0.43509 1.76855
C15 -1.13770 0.32497 1.71742
C16 -1.72347 1.04419 0.51287
Cl4 -1.54022 2.81227 0.63087
H26 -1.53046 0.72625 2.65698
H27 -1.38768 -0.73936 1.67207
H28 -2.79656 0.84154 0.44397
H29 -1.25484 0.71593 -0.42028
Cl5 -2.88175 -2.21435 1.06188
C17 -2.48204 -3.94820 1.14087
C18 -1.62813 -4.28631 2.35242
Cl6 0.01503 -3.60965 2.22682
H30 -1.98391 -4.22526 0.20644
H31 -3.43140 -4.48981 1.19296
H32 -1.51734 -5.37151 2.43851
H33 -2.07782 -3.91585 3.27906
Cl7 3.33851 5.84419 1.97399
C19 3.84899 4.18309 1.58363
C20 5.27175 4.12960 1.05048
Cl8 5.41299 4.86928 -0.56399
H34 3.13389 3.76712 0.86695
H35 3.77743 3.60417 2.50942
H36 5.59275 3.08833 0.95027
H37 5.97275 4.63863 1.71953
Cl9 -2.94039 -3.38520 5.00438
C21 -1.65480 -2.32053 5.62566
C22 -1.75254 -2.11886 7.12936
Cl10 -3.18014 -1.15663 7.58728
H38 -1.71086 -1.36947 5.08676
H39 -0.70160 -2.79640 5.37607
H40 -0.87497 -1.57345 7.48954
H41 -1.80173 -3.07376 7.66216
Cl11 1.07849 -6.30285 -0.26991
C23 2.05247 -4.83305 -0.52155
C24 1.92645 -4.29589 -1.93820
Cl12 2.69543 -5.36844 -3.13482
H42 3.09177 -5.06656 -0.26978
H43 1.68976 -4.08700 0.19203
H44 2.42780 -3.32627 -2.01456
H45 0.87927 -4.16090 -2.22687
Cl13 -0.57528 -5.12595 7.32214
C25 -0.59849 -6.90652 7.28654
C26 -1.17607 -7.44772 5.98853
Cl14 -2.92237 -7.12647 5.84417
H46 -1.16336 -7.25671 8.15622
H47 0.43800 -7.23887 7.39875
H48 -1.05025 -8.53399 5.94954
H49 -0.67819 -7.01616 5.11446
Cl15 1.28388 -9.28806 7.91853
C27 1.26067 -11.06863 7.88293
C28 0.68309 -11.60983 6.58491
Cl16 -1.06321 -11.28858 6.44055
H50 0.69579 -11.41882 8.75260
H51 2.29716 -11.40098 7.99513
H52 0.80891 -12.69611 6.54592
H53 1.18097 -11.17827 5.71084
Cl17 0.36659 -1.22092 -7.74853
C29 1.41636 -1.29943 -9.18521
C30 2.72215 -0.54713 -8.98444
Cl18 2.47590 1.21493 -8.89429
H54 0.85362 -0.90966 -10.03929
H55 1.62240 -2.35823 -9.36918
H56 3.39094 -0.72991 -9.83098
H57 3.23483 -0.86534 -8.07118
Cl19 -0.65379 6.11952 1.50205
C31 -1.16010 6.99211 2.96987
C32 -0.32981 8.24286 3.20985
Cl20 1.35055 7.85834 3.65947
H58 -1.09941 6.29947 3.81522
H59 -2.21040 7.26502 2.82939
H60 -0.75471 8.81846 4.03778
H61 -0.30552 8.88693 2.32514
Cl21 -1.32335 -2.68257 13.46260
C33 -1.99368 -3.28922 11.92804
C34 -0.90691 -3.73297 10.96193
Cl22 0.04644 -2.36001 10.34572
H62 -2.62052 -2.50268 11.49621
H63 -2.63777 -4.13790 12.17754
H64 -1.35827 -4.22001 10.09222
H65 -0.21694 -4.44275 11.42915

Force components x, y, z for each atom (eV/Å):
C 1.1 -0.7 0.7
C 0.3 0.8 -3.1
C -1.0 -0.5 0.0
C 0.3 0.5 0.8
C -0.4 1.5 -1.4
C -1.2 -0.1 0.3
C 0.6 -0.8 -1.8
O -0.1 0.5 -1.8
C -0.3 -0.2 0.4
F 3.1 0.6 3.7
F 1.4 -3.0 -3.5
F -1.6 4.6 -1.0
C 0.1 -0.9 1.0
C 0.3 0.4 2.7
C -0.2 -1.1 0.3
C 0.9 -1.4 0.9
N -2.6 -1.5 0.3
O 2.8 -1.0 -0.6
H 0.8 2.0 -1.8
H -0.5 1.5 1.9
H 1.8 -1.6 0.7
H 2.0 -1.4 0.5
H -1.9 -1.3 -0.5
H 0.1 1.3 1.9
H -2.1 -1.2 -0.6
H -0.5 0.9 2.0
H -2.2 -0.1 -0.8
H 2.5 -0.1 -0.4
H -0.1 0.1 2.7
H -1.3 1.0 2.0
H -2.2 -0.8 1.0
H -1.0 1.1 -2.1
H 2.5 1.0 -0.1
H -1.8 1.1 1.4
H -0.2 1.6 -2.0
H -0.2 -2.1 -1.0
H 2.2 1.1 0.1
H -0.7 1.0 -2.4
H -0.3 -2.3 -0.7
Cl 0.0 0.1 0.0
C -0.3 -0.2 0.1
C -0.2 -0.2 -0.2
Cl -0.4 -0.3 -0.3
H 0.0 0.2 -0.2
H 0.0 0.2 0.1
H 0.2 0.0 0.0
H 0.2 -0.1 0.2
Cl 0.1 0.1 0.0
C -0.3 0.0 0.0
C 0.0 -0.3 0.0
Cl 0.0 0.1 0.0
H 0.1 0.1 -0.2
H 0.4 0.6 0.0
H 0.2 0.0 0.1
H 0.0 0.1 0.3
Cl -0.4 -0.4 -0.2
C 0.2 -0.6 0.0
C -0.3 -0.3 -0.3
Cl 0.1 0.2 0.1
H -0.1 0.2 0.2
H 0.2 0.1 0.1
H 0.0 0.1 -0.2
H 0.5 -0.2 -0.9
Cl 0.1 -0.1 -0.1
C 0.1 -0.2 0.0
C 0.0 -0.2 0.3
Cl 0.0 0.0 0.0
H 0.2 0.1 0.1
H 0.1 0.1 -0.1
H -0.1 0.1 0.0
H -0.2 0.0 -0.2
Cl -0.7 0.3 1.1
C 0.4 0.3 0.2
C 0.2 -0.1 -0.1
Cl -0.1 0.0 0.0
H -0.1 -0.2 0.2
H -0.1 0.0 0.1
H -0.1 -0.1 -0.1
H -0.2 0.4 -0.2
Cl 0.0 0.0 0.0
C 0.2 0.4 -0.1
C -0.1 0.2 0.3
Cl 0.0 -0.1 0.0
H -0.2 0.0 -0.2
H 0.0 -0.1 -0.2
H -0.1 -0.2 0.1
H 0.2 -0.1 0.1
Cl 0.1 -0.1 0.0
C 0.1 -0.3 -0.1
C 0.3 -0.1 0.0
Cl 0.0 0.0 0.0
H 0.1 0.1 -0.2
H -0.4 0.4 -0.2
H 0.0 0.2 0.1
H -0.1 0.0 0.2
Cl 0.1 -0.4 0.1
C 0.1 -0.5 0.0
C 0.3 -0.1 0.0
Cl 0.0 0.0 0.0
H 0.0 0.2 -0.2
H -0.2 0.1 -0.1
H 0.0 0.2 0.1
H -0.1 0.0 0.2
Cl 0.0 0.0 0.0
C 0.2 -0.1 -0.3
C 0.0 -0.3 -0.1
Cl 0.0 0.0 0.1
H 0.1 0.0 0.3
H 0.0 0.2 0.1
H -0.2 0.0 0.1
H -0.2 0.1 -0.2
Cl 0.0 0.2 0.3
C -0.1 0.1 0.3
C -0.3 0.1 0.0
Cl -0.1 0.1 0.0
H 0.1 0.2 -0.2
H 0.2 0.0 0.0
H 0.0 -0.2 -0.1
H 0.0 -0.2 0.1
Cl 0.0 0.0 0.0
C -0.1 -0.1 -0.3
C -0.2 -0.3 0.1
Cl 0.0 0.0 0.0
H 0.2 -0.1 0.1
H 0.2 0.1 -0.1
H 0.0 0.1 0.1
H -0.1 0.2 0.0

Atom charges from the Mulliken analysis, given in e for atoms 1 to 4: C -0.7409; C 0.7932; C -1.3841; C -1.3316